No. 1
14
Properties=species:S:1:pos:R:3 method="wB97M-V/def2-TZVPD" gap_ev=9.91 homo_ev=-8.923 de_lowest_kcal_mol=71.8 largest_force_ev_per_a=1.82
O -0.19423 1.76126 -1.31169
C 0.02873 0.36133 -1.17450
C 1.20191 -0.03130 -0.31035
C 0.36743 -0.48547 1.42383
C -0.98337 -0.47939 0.87621
C -1.09267 -0.34214 -0.45748
H -0.51493 2.08520 -0.45946
H 0.07270 0.00940 -2.21717
H 1.71832 -0.88953 -0.79637
H 1.88792 0.73235 0.00669
H 0.92881 -1.40289 1.36558
H 0.39013 -0.17398 2.51398
H -1.88024 -0.48170 1.49817
H -1.94423 -0.70799 -1.00899


No. 2
14
Properties=species:S:1:pos:R:3 method="wB97M-V/def2-TZVPD" gap_ev=9.50 homo_ev=-8.673 de_lowest_kcal_mol=79.6 largest_force_ev_per_a=4.72
O -0.60508 2.44041 -0.47430
C -0.36241 1.30719 -0.13830
C -1.38904 0.21904 0.17312
C -0.55038 -1.04752 0.29242
C 0.93267 -0.75956 0.03935
C 1.05591 0.74023 0.04772
H -1.97082 0.52730 1.05726
H -2.11049 0.16726 -0.65336
H -0.91351 -1.92856 0.82370
H -0.08079 -1.32365 -0.76523
H 1.21931 -1.09403 -1.23060
H 1.61798 -1.40582 0.56381
H 1.43398 1.09187 1.01221
H 1.72268 1.06583 -0.74780


No. 3
14
Properties=species:S:1:pos:R:3 method="wB97M-V/def2-TZVPD" gap_ev=9.22 homo_ev=-8.560 de_lowest_kcal_mol=113.0 largest_force_ev_per_a=0.49
C 0.74370 -0.29329 -1.30955
C -0.02920 -0.17022 -0.11651
C -1.50402 -0.47263 -0.12380
O -0.12792 1.73164 -0.33675
C 0.63355 -0.26038 1.16494
C 1.18060 -0.37640 2.23234
H 1.79387 -0.55201 -1.20304
H 0.23347 -0.71241 -2.17442
H 0.51837 1.09913 -1.18725
H -2.02311 0.02793 0.69514
H -1.63391 -1.55605 -0.01954
H -1.93941 -0.15712 -1.07456
H 0.48585 2.17195 0.27565
H 1.66815 -0.48016 3.17734


No. 4
14
Properties=species:S:1:pos:R:3 method="wB97M-V/def2-TZVPD" gap_ev="8.17 / 6.70" homo_ev="-7.998 / -7.358" de_lowest_kcal_mol=137.8 largest_force_ev_per_a=0.63
C 0.81444 -1.19014 0.02306
C -1.55734 -0.21222 -0.57448
C -1.10208 0.69098 0.38739
O -0.00674 0.00449 1.57013
C 0.33055 0.96630 0.55346
C 1.24653 0.19746 -0.38333
H 0.32068 -1.85486 -0.67949
H 1.33294 -1.68067 0.84100
H -1.14670 -0.17898 -1.58238
H -2.53289 -0.68737 -0.47469
H -1.75556 1.23703 1.06720
H 0.66078 1.95186 0.90216
H 1.08307 0.41590 -1.44480
H 2.30514 0.36837 -0.14290


No. 5
14
Properties=species:S:1:pos:R:3 method="wB97M-V/def2-TZVPD" gap_ev=10.11 homo_ev=-8.980 de_lowest_kcal_mol=70.4 largest_force_ev_per_a=2.57
C -1.09744 0.01849 -0.61773
C -0.38866 0.87004 0.45478
C -0.12933 -0.38543 1.33258
O 0.96273 -1.02394 0.66918
C 1.33332 -0.36106 -0.54244
C 0.22528 0.61195 -0.87852
H -1.07069 -1.07294 -0.55546
H -2.06760 0.44053 -0.75872
H -0.88681 1.84005 0.60711
H -0.93712 -1.17323 1.34272
H 0.01209 -0.12811 2.37071
H 1.45654 -1.11235 -1.32787
H 2.28037 0.17205 -0.38657
H 0.30730 1.30394 -1.70976


No. 6
14
Properties=species:S:1:pos:R:3 method="wB97M-V/def2-TZVPD" gap_ev=10.47 homo_ev=-9.587 de_lowest_kcal_mol=56.1 largest_force_ev_per_a=3.49
O 1.74014 1.75199 -0.27446
C 2.04506 0.61194 0.02416
C 0.97000 -0.27369 0.50658
C -0.21239 -0.45320 -0.42637
C -1.53983 -0.83481 0.17062
C -1.35310 0.52566 -0.43936
H 3.13247 0.50710 0.07798
H 1.38733 -1.26106 0.79991
H 0.70850 0.68391 1.21549
H 0.01463 -0.91431 -1.38834
H -2.15037 -1.56111 -0.35910
H -1.60173 -0.89793 1.25516
H -1.83245 0.73418 -1.39248
H -1.30826 1.38134 0.23021


No. 7
14
Properties=species:S:1:pos:R:3 method="wB97M-V/def2-TZVPD" gap_ev=8.87 homo_ev=-8.476 de_lowest_kcal_mol=86.8 largest_force_ev_per_a=1.12
C -0.56975 1.82757 1.34939
C -0.73024 1.12172 0.06280
C 0.12443 0.55378 -0.75534
C 0.07548 -0.59233 -1.39102
C 0.61444 -1.80763 -0.67850
O 1.60478 -1.49858 0.27565
H -0.38026 1.00895 2.06276
H 0.26549 2.52577 1.39241
H -1.51565 2.29198 1.62814
H -1.72330 0.70114 -0.10722
H -0.50547 -0.69742 -2.29664
H -0.20052 -2.32071 -0.14045
H 0.98981 -2.49052 -1.45035
H 1.95077 -0.62370 0.04837


No. 8
14
Properties=species:S:1:pos:R:3 method="wB97M-V/def2-TZVPD" gap_ev=10.55 homo_ev=-9.450 de_lowest_kcal_mol=49.3 largest_force_ev_per_a=2.89
C 1.13959 0.44496 -0.61147
C 0.27498 0.94620 0.62080
C -1.12731 0.45304 0.19220
C -0.77195 -1.00546 -0.19222
C 0.72551 -0.86837 0.00620
O 0.76365 -0.05105 1.48392
H 0.70153 0.75365 -1.56937
H 2.23240 0.56805 -0.60785
H 0.30798 1.99152 0.94733
H -1.88659 0.49838 0.97683
H -1.45475 1.04900 -0.66118
H -1.13636 -1.75942 0.50429
H -1.12525 -1.27615 -1.20034
H 1.37372 -1.73266 0.10520


What did the first record say?
14
Properties=species:S:1:pos:R:3 method="wB97M-V/def2-TZVPD" gap_ev=9.91 homo_ev=-8.923 de_lowest_kcal_mol=71.8 largest_force_ev_per_a=1.82
O -0.19423 1.76126 -1.31169
C 0.02873 0.36133 -1.17450
C 1.20191 -0.03130 -0.31035
C 0.36743 -0.48547 1.42383
C -0.98337 -0.47939 0.87621
C -1.09267 -0.34214 -0.45748
H -0.51493 2.08520 -0.45946
H 0.07270 0.00940 -2.21717
H 1.71832 -0.88953 -0.79637
H 1.88792 0.73235 0.00669
H 0.92881 -1.40289 1.36558
H 0.39013 -0.17398 2.51398
H -1.88024 -0.48170 1.49817
H -1.94423 -0.70799 -1.00899